(1)
Below is a molecular structure, C6H5BrMn2NO2, with properties calculated with the ωB97M-V functional and the def2-TZVPD basis.

Values from the calculation:
E = -144525.3207 eV
Total charge = +3
2S+1 = 11
Orbital gap (spin up / spin down) = 0.2522 / 0.1651 Eh
Energy above the lowest of the compared OMol25 structures with the same formula, charge and spin = 231.5 kcal per mole

```
17
Properties=species:S:1:pos:R:3:forces:R:3
Mn 2.1348 2.4349 -1.9669 4.39 -2.00 -8.09
Mn 0.4254 4.1468 0.8920 -5.16 9.35 7.85
Br 1.2346 2.8690 -0.2591 4.59 -2.55 -2.60
C -1.5230 0.7573 0.2443 -0.37 0.39 -1.74
C -0.1975 1.0005 0.5147 -2.58 -1.99 0.89
C 0.7154 -0.0741 0.4405 0.80 -0.97 0.75
C 0.2817 -1.3479 0.1617 -0.49 -0.33 -0.15
C -1.0538 -1.5872 -0.2359 1.67 -0.42 0.03
C -1.9226 -0.4858 -0.2700 -0.87 1.30 1.06
N 1.2402 -2.4811 0.1269 1.33 -1.97 -2.62
O 0.9090 -3.5066 -0.4680 -1.28 1.35 1.10
O 2.3917 -2.2774 0.4130 -0.02 1.28 1.17
H -2.1744 1.6020 0.0756 -0.50 -0.05 0.62
H 0.1412 1.9856 0.7996 -1.93 -2.47 1.73
H 1.7352 0.1531 0.7139 0.37 -0.64 0.06
H -1.3946 -2.5469 -0.5956 0.18 -0.37 0.17
H -2.9433 -0.6423 -0.5866 -0.13 0.09 -0.22
```
Positions in Å, forces in eV/Å.

Atom charges from the natural (NBO) analysis, given in e for atoms 1 to 6:
1. Mn 1.4041
2. Mn 1.1772
3. Br -0.3961
4. C -0.2391
5. C -0.0841
6. C -0.1283

***

(2)
Below is a molecular structure, C6H5Cl2LaNO3Tl, with properties calculated with the ωB97M-V functional and the def2-TZVPD basis.

Values from the calculation:
E = -44482.7534 eV
Total charge = +4
Orbital gap (spin up / spin down) = 0.0992 / 0.1145 Eh
Energy above the lowest of the compared OMol25 structures with the same formula, charge and spin = 4.3 kcal per mole

```
19
Properties=species:S:1:pos:R:3:forces:R:3
Tl -1.5173 4.3127 -1.2286 -0.25 0.46 -0.45
La 0.4417 -0.3893 -0.4695 -0.44 2.58 -1.10
Cl -2.2879 3.5210 1.1170 -0.26 0.26 0.09
Cl 1.9180 0.7688 -2.1229 -0.30 0.10 0.06
C 0.4379 -2.7989 -0.3582 0.11 -9.56 0.83
C -4.3283 4.0211 -0.6430 -3.46 -0.08 1.66
C -2.3562 1.8049 -2.2025 -1.19 -2.82 -1.65
O 0.4386 -3.9513 -0.2008 0.01 6.15 -0.83
O -5.4064 3.9707 -0.2714 3.44 0.20 -1.41
O -2.7416 0.8250 -2.6479 1.24 3.09 1.44
C 4.5809 -0.5632 3.5235 0.48 0.70 -0.40
C 3.2696 -1.3547 3.3556 0.35 -0.36 0.55
C 2.5682 -1.0904 2.1387 -0.92 0.62 -0.78
N 1.9268 -0.8052 1.1958 1.77 -0.77 2.28
H 5.1925 -0.6028 2.6162 -0.08 -0.08 0.21
H 5.1775 -0.9579 4.3501 -0.33 -0.13 -0.12
H 4.3574 0.4856 3.7417 0.06 -0.19 -0.03
H 3.4666 -2.4337 3.4097 -0.11 -0.04 -0.13
H 2.5891 -1.1151 4.1871 -0.12 -0.12 -0.20
```
Positions in Å, forces in eV/Å.

Atom charges from the Mulliken analysis, given in e for atoms 1 to 6:
1. Tl 1.4070
2. La 1.6008
3. Cl 0.2532
4. Cl -0.2738
5. C 0.2055
6. C 0.0997

***

(3)
Below is C6H5Cl2NO4S in the gas phase, with properties calculated with the ωB97M-V functional and the def2-TZVPD basis.

Values from the calculation:
E = -51856.3756 eV
SMILES = O=[N+]([O-])/C(=C/C=C\C=C\Cl)S(=O)(=O)Cl
Total charge = 0
Orbital gap = 0.2756 Eh
Energy above the lowest of the compared OMol25 structures with the same formula, charge and spin = 50.4 kcal per mole

```
19
Properties=species:S:1:pos:R:3:forces:R:3
C -1.7300 0.3026 -1.0488 -1.46 2.27 0.66
C -1.2927 1.2868 -0.1957 -2.08 -0.04 -2.21
C -1.6193 -1.1048 -0.8391 -1.40 -0.22 -2.48
C -0.2191 1.3171 0.7007 0.93 -0.17 0.87
C -1.3523 -1.7389 0.2539 1.16 -1.54 2.62
C 1.0290 0.8826 0.5390 1.82 -1.36 -1.53
N 2.0849 0.8253 1.5380 -0.03 1.77 0.13
O 1.8788 1.3942 2.5974 0.27 -0.70 -0.12
O 3.1404 0.3472 1.1437 -0.52 0.35 1.33
O 0.7531 -0.0875 -1.9071 0.19 0.33 -0.83
O 1.6644 -1.4420 -0.0849 0.61 -0.99 -0.28
S 1.6552 -0.2248 -0.8185 -2.36 -0.11 1.13
Cl -1.4353 -3.4641 0.4459 -0.18 0.23 -0.40
Cl 3.4532 0.1638 -1.5722 0.34 0.38 -0.18
H -2.5415 0.6312 -1.8092 1.46 -0.69 1.40
H -1.9608 2.1654 -0.1778 0.72 -0.17 -0.14
H -2.1155 -1.6965 -1.6011 0.45 -0.16 -0.29
H -0.4120 1.8014 1.6409 0.15 0.24 0.50
H -0.9806 -1.3590 1.1949 -0.07 0.57 -0.18
```
Positions in Å, forces in eV/Å.

Atom charges from the natural (NBO) analysis, given in e for atoms 1 to 6:
1. C -0.0485
2. C -0.2923
3. C -0.3145
4. C -0.1364
5. C -0.1116
6. C -0.1974

***

(4)
Below is a gas-phase ion, C6H5Cl2O3P (charge -2), with properties calculated with the ωB97M-V functional and the def2-TZVPD basis.

Values from the calculation:
E = -46776.9430 eV
Total charge = -2
Orbital gap = 0.2213 Eh
Energy above the lowest of the compared OMol25 structures with the same formula, charge and spin = 96.1 kcal per mole

```
17
Properties=species:S:1:pos:R:3:forces:R:3
C -0.9859 -0.1678 -1.8678 0.80 0.16 -1.70
C -0.9674 1.2472 -1.5418 0.09 1.11 0.92
C -0.7166 -1.2232 -1.0932 -1.85 -0.93 -1.39
C -0.3361 1.7311 -0.4432 0.58 -2.34 -0.28
C -0.5241 -0.9399 0.3312 -0.29 0.55 0.34
C 0.7761 -0.1867 0.6326 -1.44 0.66 -0.86
O 2.5567 0.9711 2.3222 0.60 0.54 0.20
O 0.2736 0.1296 3.1994 -0.56 0.20 0.66
O 1.9685 -1.5706 2.2173 -0.77 2.01 0.24
P 1.4939 -0.0646 2.3655 0.45 -2.50 -0.54
Cl -0.1864 3.4429 -0.3117 -0.09 0.83 0.17
Cl 1.9339 -0.5554 -0.5924 0.80 0.31 -0.31
H -0.9085 -0.2596 -2.9590 -0.86 -0.61 0.08
H -1.4588 1.9374 -2.2692 0.40 -0.45 0.31
H -0.9805 -2.2572 -1.5079 1.11 1.36 0.63
H -1.4644 -0.4231 0.5979 0.86 0.34 0.66
H -0.4739 -1.8113 0.9203 0.18 -1.24 0.86
```
Positions in Å, forces in eV/Å.

Atom charges from the natural (NBO) analysis, given in e for atoms 1 to 6:
1. C -0.2277
2. C -0.4513
3. C -0.1924
4. C -0.1092
5. C -0.5905
6. C -0.0963

***

(5)
Below is C6H5Cl3Si in the gas phase, with properties calculated with the ωB97M-V functional and the def2-TZVPD basis.

Values from the calculation:
E = -51752.4789 eV
SMILES = Cl[Si](Cl)(Cl)c1ccccc1
Total charge = 0
Orbital gap = 0.3766 Eh

```
15
Properties=species:S:1:pos:R:3:forces:R:3
Cl 3.2421 -0.3474 1.6767 -1.12 -0.68 0.01
Cl 1.9664 -3.0623 0.0942 -0.25 0.68 0.85
Cl 0.6130 -2.0997 3.1016 0.58 0.67 -1.42
C -1.4415 1.3493 -1.0563 -0.01 -1.05 -0.17
C -1.5477 -0.0408 -1.2329 1.07 0.48 0.56
C -0.3887 1.8727 -0.3283 0.04 -0.93 0.32
C -0.5900 -0.8677 -0.6462 -1.09 1.03 -0.77
C 0.4805 1.0161 0.3567 -0.36 1.08 -0.42
C 0.3869 -0.3359 0.1545 0.75 -0.69 1.86
Si 1.4439 -1.3909 1.2775 0.87 -0.79 -0.35
H -2.1990 1.9736 -1.4932 -0.01 0.35 -0.18
H -2.3126 -0.4781 -1.8359 -0.45 -0.08 -0.26
H -0.2562 2.9168 -0.2720 0.03 1.08 0.24
H -0.6215 -1.8947 -0.8430 -0.09 -1.46 -0.11
H 1.2243 1.3892 1.0465 0.05 0.31 -0.16
```
Positions in Å, forces in eV/Å.

Atom charges from the natural (NBO) analysis, given in e for atoms 1 to 6:
1. Cl -0.3639
2. Cl -0.3754
3. Cl -0.3456
4. C -0.1844
5. C -0.1996
6. C -0.2055

***

(6)
Below is 2 unconnected molecules or ions with the total composition C6H5ClN2O2, with properties calculated with the ωB97M-V functional and the def2-TZVPD basis.

Values from the calculation:
E = -25892.6589 eV
Total charge = 0
Orbital gap (spin up / spin down) = 0.2907 / 0.2062 Eh
Energy above the lowest of the compared OMol25 structures with the same formula, charge and spin = 177.9 kcal per mole

```
16
Properties=species:S:1:pos:R:3:forces:R:3
C 1.0386 -0.4123 0.0276 1.48 1.49 0.29
C 0.5257 0.3150 1.1401 -0.06 -1.46 -0.78
C 0.3126 -0.3154 -1.1560 0.07 -1.43 -0.42
C -0.8133 0.6848 1.1426 1.63 1.22 -1.49
C -0.9811 0.1636 -1.2695 0.17 1.47 2.19
C -1.5291 0.7756 -0.0672 3.08 -1.85 -1.26
N -3.5121 2.0091 -0.4262 0.92 2.80 -1.52
N -2.7863 1.1687 -0.0570 -1.73 -2.38 1.52
O -4.6766 2.1348 -0.5714 -2.04 0.03 0.10
O -2.7052 -1.2414 1.0150 -0.43 -0.88 0.13
Cl -2.9384 -2.5894 0.2284 0.04 0.27 0.11
H 2.1153 -0.8186 -0.0719 -1.95 0.79 0.59
H 1.0884 0.6001 2.0228 0.20 -0.62 -0.06
H 0.7977 -0.7576 -2.0195 -0.24 0.05 -0.18
H -1.0913 1.1936 2.0230 -1.06 0.45 0.72
H -1.5148 0.1698 -2.2082 -0.08 0.07 0.06
```
Positions in Å, forces in eV/Å.

Atom charges from the natural (NBO) analysis, given in e for atoms 1 to 6:
1. C -0.2315
2. C -0.1802
3. C -0.2022
4. C -0.2179
5. C -0.2415
6. C 0.1104